Molecular formula: C10H30BFeO26
Method: DFT, ωB97M-V/def2-TZVPD

As for the molar mass: 632.981 g/mol. Its total charge is -1. For the LUMO energy (alpha / beta), the calculation gives -0.008 / -0.015 Ha. The value obtained for the energy relative to the best compared isomer or geometry (same formula, charge and spin) is 64.9 kcal/mol. As for the spin multiplicity: 5.

XYZ file:
```
68
Properties=species:S:1:pos:R:3:lowdin_spin:R:1
Fe 1.55 -3.92 -1.13 3.74
O -2.25 0.71 4.55 0.00
C -0.98 0.70 4.50 0.00
O -0.15 1.53 3.81 0.00
B 1.27 0.99 3.96 0.00
O 1.15 -0.09 4.97 0.00
C -0.09 -0.37 5.21 0.00
O -0.49 -1.23 5.97 0.00
O 2.11 2.05 4.55 0.00
C 3.17 2.29 3.87 0.00
O 4.07 3.12 4.15 0.00
C 3.12 1.38 2.56 0.00
O 1.99 0.65 2.72 0.00
O 4.00 1.36 1.63 0.00
C -0.25 -0.55 0.70 0.00
C -1.04 0.49 0.19 0.00
C -1.20 0.49 -1.32 0.00
O -1.80 1.46 -1.91 0.01
C -0.67 -0.44 -2.17 0.01
C 0.22 -1.46 -1.74 0.00
C 0.49 -1.51 -0.18 0.01
O 1.25 -2.39 0.25 0.06
O 0.76 -2.41 -2.33 0.06
O -1.53 1.39 1.02 0.00
H -0.07 -0.60 1.76 0.00
H -0.81 -0.25 -3.22 0.00
O 3.46 -2.84 -1.85 0.02
H 4.26 -2.55 -1.41 0.00
H 3.63 -2.69 -2.78 0.00
O -0.63 2.58 -4.87 0.00
H -0.54 2.43 -3.92 0.00
H -0.13 3.37 -5.04 0.00
O 0.46 3.77 1.61 0.00
H 0.52 3.36 0.74 0.00
H 0.20 3.06 2.19 0.00
O -3.42 3.43 -0.17 0.00
H -2.70 3.91 0.22 0.00
H -3.14 2.51 -0.17 0.00
O 2.26 -2.98 2.62 0.00
H 1.87 -2.44 1.93 0.00
H 1.65 -2.93 3.35 0.00
O 1.99 1.57 -2.94 0.00
H 1.73 2.47 -2.74 0.00
H 1.30 1.03 -2.57 0.00
O -0.33 -4.52 -0.27 0.03
H -0.64 -4.32 0.61 0.00
H -0.96 -5.15 -0.61 0.00
O -3.42 3.03 2.73 0.00
H -2.56 2.62 2.60 0.00
H -4.05 2.33 2.55 0.00
O 2.86 -4.68 0.24 0.04
H 2.63 -5.53 0.63 0.00
H 3.67 -4.43 0.69 0.00
O -2.85 0.90 -4.72 0.00
H -3.29 1.09 -3.89 0.00
H -2.16 1.56 -4.77 0.00
O 0.71 -1.77 -5.47 0.00
H 0.47 -2.12 -4.61 0.00
H 0.24 -2.32 -6.09 0.00
O -2.94 -1.40 2.25 0.00
H -2.05 -1.06 2.30 0.00
H -3.49 -0.62 2.16 0.00
O 0.58 3.67 -1.84 0.00
H -0.26 3.30 -1.59 0.00
H 0.44 4.62 -1.85 0.00
O -3.10 -2.26 -2.62 0.00
H -3.44 -1.80 -1.85 0.00
H -2.67 -1.59 -3.14 0.00
```